[1]
A molecular structure, C26H35CoN4O3SSi2, computed with ωB97M-V/def2-TZVPD.

Geometry (Å):
Co -0.25 0.07 0.34
C 1.61 -0.32 3.30
Si -0.15 0.08 2.67
C -1.25 -0.94 3.85
C -0.40 1.93 3.14
C -0.24 2.36 4.47
C -0.31 3.71 4.81
C -0.54 4.66 3.82
C -0.71 4.24 2.50
C -0.64 2.89 2.14
Si -0.83 2.34 0.32
C 0.28 3.46 -0.75
C -2.60 2.93 -0.17
H 1.64 -0.35 4.40
H 2.30 0.45 2.95
H 1.94 -1.29 2.92
H -0.84 -0.94 4.87
H -1.32 -1.99 3.52
H -2.27 -0.54 3.90
H -0.05 1.63 5.26
H -0.17 4.02 5.84
H -0.58 5.71 4.08
H -0.89 5.00 1.74
H -0.14 4.48 -0.85
H 0.39 3.04 -1.76
H 1.26 3.53 -0.29
H -2.65 4.03 -0.17
H -3.36 2.56 0.53
H -2.86 2.58 -1.18
C 5.62 1.39 0.46
N 4.40 0.69 0.07
C 4.48 -0.47 -0.64
C 3.39 -1.20 -0.94
C 2.12 -0.71 -0.45
O 1.05 -1.38 -0.53
N 2.04 0.51 0.12
C 3.13 1.26 0.41
O 3.12 2.36 0.94
H 6.31 0.70 0.95
H 5.33 2.18 1.14
H 6.12 1.84 -0.41
H 5.47 -0.76 -0.94
H 3.45 -2.11 -1.51
C -5.03 -0.08 -3.21
C -5.80 -1.28 -2.63
C -4.96 -2.11 -1.66
N -4.73 -1.42 -0.40
C -3.58 -0.80 -0.03
S -2.16 -0.92 -0.89
N -3.59 -0.06 1.13
C -4.63 0.25 2.02
O -4.43 0.27 3.19
C -5.95 0.67 1.45
C -6.06 1.30 0.22
C -7.30 1.66 -0.28
C -8.45 1.39 0.46
C -8.34 0.80 1.71
C -7.09 0.46 2.21
H -5.70 0.54 -3.81
H -4.20 -0.42 -3.83
H -4.61 0.54 -2.41
H -6.14 -1.93 -3.44
H -6.69 -0.92 -2.10
H -3.98 -2.33 -2.09
H -5.46 -3.05 -1.44
H -5.55 -1.21 0.14
H -2.65 0.07 1.52
H -5.15 1.54 -0.33
H -7.38 2.15 -1.24
H -9.42 1.64 0.06
H -9.23 0.60 2.29
H -6.98 0.00 3.19

Computed properties:
DFT total energy: -3816.57870 hartree
multiplicity: 4
total charge: -1
LUMO (alpha / beta): 2.117 / 2.121 eV
<S²>: 3.77
orbital gap (alpha / beta): 4.47 / 6.33 eV



[2]
A molecular structure, C26H35CrI2N6O2, computed with ωB97M-V/def2-TZVPD.

Geometry (Å):
Cr -0.36 -0.40 0.34
I -3.80 1.40 6.86
C -2.86 1.30 5.00
C -3.23 2.17 3.99
C -2.60 2.08 2.76
I -3.17 3.36 1.21
C -1.59 1.14 2.49
O -1.00 1.11 1.32
C -1.24 0.26 3.54
C -0.17 -0.78 3.34
N -0.41 -1.55 2.11
C 0.53 -2.67 1.91
C 0.36 -3.18 0.51
C 0.51 -4.51 0.16
C 0.40 -4.88 -1.17
C 0.13 -3.91 -2.12
C -0.03 -2.61 -1.69
N 0.07 -2.25 -0.41
C -1.89 0.34 4.77
H -4.00 2.91 4.16
H -0.17 -1.45 4.20
H 0.82 -0.34 3.25
H -1.37 -1.89 2.14
H 0.39 -3.47 2.64
H 1.54 -2.27 2.01
H 0.72 -5.24 0.93
H 0.52 -5.92 -1.46
H 0.04 -4.15 -3.17
H -0.26 -1.81 -2.39
H -1.61 -0.34 5.56
C 1.80 1.91 -3.85
N 1.15 1.84 -2.55
C 2.04 2.02 -1.42
C -0.15 1.51 -2.41
N -0.63 0.80 -1.42
N -0.97 1.99 -3.42
C -0.89 3.41 -3.76
C -2.30 1.43 -3.58
H 2.60 1.17 -3.90
H 2.24 2.89 -4.01
H 1.08 1.70 -4.65
H 2.62 2.94 -1.58
H 2.74 1.19 -1.29
H 1.47 2.11 -0.51
H -1.63 0.96 -1.34
H 0.08 3.81 -3.48
H -1.66 3.97 -3.23
H -1.03 3.55 -4.83
H -3.01 1.78 -2.82
H -2.25 0.35 -3.55
H -2.68 1.72 -4.56
C 2.93 -1.68 -0.89
C 2.88 -0.76 0.30
C 4.01 -0.38 0.99
C 3.62 0.67 1.85
C 2.28 0.90 1.64
C 1.56 2.09 2.20
N 1.77 -0.03 0.73
H 3.96 -1.71 -1.25
H 2.32 -1.31 -1.72
H 2.64 -2.72 -0.70
H 5.00 -0.78 0.83
H 4.26 1.26 2.49
H 2.31 2.82 2.51
H 0.94 1.89 3.08
H 0.91 2.57 1.47
C -3.10 -1.44 -1.14
C -2.37 -1.04 0.15
O -3.01 -1.21 1.18
H -4.16 -1.57 -0.93
H -2.69 -2.38 -1.51
H -2.97 -0.70 -1.93

Computed properties:
DFT total energy: -3130.66626 hartree
multiplicity: 4
total charge: 0
LUMO (alpha / beta): -0.115 / -0.343 eV
<S²>: 3.80
orbital gap (alpha / beta): 6.59 / 6.35 eV



[3]
A molecular structure, C26H36Cl2LaOP3, computed with ωB97M-V/def2-TZVPD.

Geometry (Å):
C -0.74 0.16 -6.53
C 0.57 -0.28 -5.98
H -1.43 0.34 -5.71
H -1.15 -0.61 -7.20
H -0.60 1.09 -7.10
O 0.90 -0.12 -4.80
Cl 1.56 -1.03 -7.10
La 1.08 0.19 -1.02
P 1.12 -2.69 -1.45
C -0.03 -3.69 -0.42
C 0.86 -3.40 -3.11
H 1.48 -4.30 -3.22
H 2.92 -4.32 -1.55
H 1.13 -2.66 -3.87
H 3.52 -2.66 -1.21
H -1.05 -3.34 -0.59
H -0.20 -3.66 -3.22
C 2.74 -3.40 -0.98
H 0.05 -4.76 -0.68
H 2.76 -3.61 0.10
H 0.22 -3.55 0.64
P 0.46 2.94 -1.59
C -0.80 3.96 -0.76
C 2.00 3.84 -1.13
H 0.53 2.60 -4.00
H 0.88 4.31 -3.56
H -0.81 3.68 -3.52
C 0.25 3.43 -3.34
H 2.88 3.33 -1.54
H 1.93 4.86 -1.54
H -0.47 5.00 -0.68
H -0.99 3.57 0.25
H 2.10 3.89 -0.04
H -1.74 3.91 -1.33
Cl 3.52 0.43 -0.25
C -0.92 4.20 3.38
C 0.39 3.80 3.12
C 0.65 2.52 2.63
C -0.42 1.63 2.39
C -1.74 2.04 2.64
C -1.98 3.32 3.14
P -0.02 0.00 1.66
C 0.70 -0.98 3.02
C 1.92 -1.66 2.79
C 2.46 -2.46 3.80
C 1.82 -2.57 5.03
C 0.63 -1.88 5.27
C 0.07 -1.08 4.26
C -1.61 -0.79 1.22
C -2.07 -1.94 1.88
C -3.24 -2.57 1.44
C -3.93 -2.08 0.33
C -3.46 -0.95 -0.34
C -2.30 -0.30 0.09
H -1.12 5.20 3.78
H 1.22 4.49 3.31
H 1.67 2.20 2.44
H -2.56 1.34 2.46
H -3.01 3.63 3.35
H 2.44 -1.52 1.84
H 3.39 -3.01 3.61
H 2.25 -3.19 5.82
H 0.13 -1.95 6.24
H -0.87 -0.54 4.44
H -1.53 -2.34 2.73
H -3.60 -3.46 1.96
H -4.84 -2.57 -0.01
H -4.00 -0.57 -1.22
H -1.96 0.60 -0.44

Computed properties:
DFT total energy: -3063.20941 hartree
multiplicity: 1
total charge: +2
LUMO: -6.566 eV
orbital gap: 7.61 eV



[4]
A molecular structure, C26H36ClN3Sn, computed with ωB97M-V/def2-TZVPD.

Geometry (Å):
Sn 0.64 -0.01 -0.86
Cl 1.38 -2.23 -1.37
C -1.47 -0.73 -0.91
C -2.25 -0.48 -2.03
C -3.54 -1.03 -2.10
C -4.02 -1.85 -1.07
C -3.24 -2.05 0.07
C -1.93 -1.52 0.13
H -1.88 0.14 -2.85
H -4.18 -0.86 -2.96
H -3.63 -2.65 0.89
H -1.32 -1.74 1.00
C -5.34 -2.54 -1.23
H -5.75 -2.85 -0.28
H -5.24 -3.44 -1.84
H -6.06 -1.90 -1.74
C 2.21 -0.02 -8.14
N 2.10 -0.23 -6.78
H 1.25 1.48 -9.39
N 0.84 1.43 -7.24
H 2.82 -0.61 -8.80
C 2.88 -1.18 -5.99
C 3.61 -2.11 -6.93
C 3.90 -0.41 -5.17
H 4.31 -1.54 -7.56
H 4.20 -2.81 -6.34
H 2.92 -2.68 -7.56
H 2.59 -2.65 -4.46
H 1.26 -2.59 -5.63
H 3.43 0.32 -4.50
C 1.96 -1.97 -5.06
H 4.60 0.11 -5.85
H 4.48 -1.12 -4.57
H 1.41 -1.33 -4.37
C 1.42 1.02 -8.43
C 0.82 3.69 -6.34
H 1.66 4.00 -6.97
H 0.18 4.57 -6.18
C 0.00 2.62 -7.07
H -1.80 3.22 -6.09
C -0.37 3.15 -8.44
H -0.94 2.41 -9.01
H 1.19 3.33 -5.38
H -1.01 1.85 -5.28
H 0.53 3.44 -8.99
H -0.99 4.04 -8.32
C -1.24 2.29 -6.26
H -1.91 1.61 -6.81
C 1.28 0.68 -6.22
C -1.76 1.21 2.44
C -0.73 0.44 3.21
C -0.91 0.31 4.58
C -0.04 -0.48 5.36
C 1.02 -1.18 4.77
C 1.25 -1.09 3.41
C 2.34 -1.90 2.79
C 0.38 -0.25 2.57
N 0.64 -0.24 1.30
H -2.66 0.61 2.26
H -1.42 1.60 1.48
H -2.10 2.07 3.05
H -1.75 0.83 5.06
H -0.19 -0.55 6.44
H 1.68 -1.83 5.36
H 3.32 -1.57 3.15
H 2.23 -2.95 3.10
H 2.31 -1.84 1.70

Computed properties:
DFT total energy: -1851.02960 hartree
multiplicity: 1
total charge: -2
LUMO: 3.641 eV
orbital gap: 2.46 eV



Strongest force on any atom for the records above, in order: 0.035 0.019 0.054 0.061 hartree/bohr
Relative energy (zero: lowest compared OMol25 entry of this formula, charge and spin) for the records above, in order: 5.1 11.2 19.0 1.3 kcal/mol